No. 1
This record from OMol25 describes a structure of composition C17H21O7RhS3. The level of theory is wB97M-V/def2-TZVPD.

LUMO (alpha / beta)   -0.0378 / -0.0382 Eh
F_max   2.65 eV/Å
HOMO-LUMO gap (alpha / beta)   7.459 / 7.457 eV

```
49
Properties=species:S:1:pos:R:3:forces:R:3:nbo_charge:R:1
S 2.2848 -1.4321 0.5099 0.03 1.25 -0.36 2.390
S -1.4726 1.9652 -0.2757 -0.11 -0.21 0.20 1.293
O -0.4213 -0.9440 2.6914 -0.08 0.29 -0.07 -0.981
O 1.1035 -2.3145 0.8206 0.30 0.34 -0.08 -0.942
H 0.2449 4.3135 -0.5471 -0.01 0.00 0.03 0.225
C 4.7579 -0.5591 3.5369 0.03 -0.09 -0.17 -0.206
C -0.7051 -2.6152 -1.5369 0.15 0.69 0.36 -0.192
H -4.1010 -1.3334 -2.8820 -0.01 0.00 -0.03 0.220
C -2.6344 2.5724 -1.5009 -0.08 -0.03 -0.01 -0.595
C 2.0428 -0.0995 3.0659 0.03 -0.15 -0.09 -0.351
H -1.6542 2.3696 -3.4271 0.02 0.01 -0.01 0.212
O 0.2188 1.1312 1.7165 0.22 0.40 -0.14 -1.051
C -2.5104 1.9680 -2.8872 0.05 0.00 0.00 -0.634
O -0.0454 1.0266 4.1342 -0.05 -0.29 0.17 -0.951
C 4.1675 -0.9824 2.3512 0.07 0.05 0.04 -0.200
H -2.5135 3.6570 -1.4921 -0.05 0.01 -0.01 0.235
H -3.8253 -1.7225 -0.4746 -0.02 -0.04 0.01 0.223
C -0.8631 -2.3366 -2.9058 -0.08 0.09 -0.05 -0.156
H 2.0379 0.8218 4.9729 -0.03 0.01 0.01 0.254
H 4.4365 0.4245 5.4107 0.00 0.00 0.01 0.218
O 3.4346 -2.0366 -0.0855 -0.22 -0.77 0.29 -0.933
S 0.3034 0.3223 2.9350 0.11 0.38 -0.23 2.423
C 2.8227 -0.7615 2.0929 -0.01 -0.14 0.12 -0.245
C 3.9966 0.0881 4.4814 -0.11 0.08 0.09 -0.192
C -1.7793 -2.4135 -0.6374 -0.36 -0.54 -0.96 -0.146
H 1.3249 3.8125 -1.8384 0.01 0.01 0.00 0.237
H -0.7465 -3.2300 1.0775 -0.31 -0.49 0.07 0.247
C -3.0107 -1.9123 -1.1609 0.03 -0.15 0.02 -0.139
H -0.0325 -2.4986 -3.5785 0.02 0.01 -0.01 0.219
C 0.0851 2.2280 -1.1243 0.06 -0.09 -0.05 -0.621
O -1.7496 0.4377 -0.3744 -0.10 0.63 0.17 -0.944
H -3.4063 2.1923 -3.4649 -0.01 0.02 -0.02 0.225
C -2.0714 -1.8966 -3.3788 0.07 -0.03 0.00 -0.207
H -2.1999 -1.7073 -4.4366 -0.01 0.00 -0.01 0.218
C -1.5819 -2.6398 0.7394 0.26 1.32 0.73 -0.323
H -3.6021 2.3486 -1.0489 -0.01 0.02 -0.01 0.243
H 0.8336 1.8498 -0.4303 -0.01 -0.04 0.02 0.295
H 5.8092 -0.7489 3.7052 0.01 0.00 0.00 0.219
C 0.3172 3.6958 -1.4423 0.03 0.03 -0.03 -0.624
C 2.6463 0.3137 4.2402 0.10 0.00 0.07 -0.182
H 4.7572 -1.4943 1.6072 0.01 -0.03 -0.02 0.250
H -2.3791 -2.4467 1.4436 -0.12 -0.19 -0.03 0.228
H -2.4061 0.8860 -2.8254 0.00 0.00 0.02 0.239
H 0.0850 1.5815 -2.0038 -0.01 0.04 -0.01 0.236
C -3.1547 -1.6888 -2.4957 0.05 0.02 0.05 -0.217
O 1.7426 -0.3401 -0.3150 0.18 0.41 0.19 -1.009
H 0.2230 -3.0243 -1.1632 -0.06 -0.21 -0.08 0.256
Rh -0.4298 -0.9090 0.3881 0.05 -2.65 -0.22 1.038
H -0.3796 4.0814 -2.1870 0.01 -0.01 -0.01 0.203
```
Forces are in eV/Å.

No. 2
This record from OMol25 describes a structure of composition C17H22BrIO5Pb. The level of theory is wB97M-V/def2-TZVPD.

LUMO   0.1505 Eh
F_max   3.09 eV/Å
Charge   -2
HOMO-LUMO gap   5.868 eV

```
47
Properties=species:S:1:pos:R:3:forces:R:3:nbo_charge:R:1
C 2.4421 0.6439 1.5396 -1.14 -0.19 -0.04 -0.164
H -1.2429 2.5711 -0.8483 0.73 2.67 1.39 0.190
H -4.7934 -3.7158 -0.8227 0.08 -0.14 0.71 0.205
C 3.8965 0.9391 1.7531 0.88 -0.89 0.93 -0.060
C 0.9241 1.6177 -2.2536 1.43 -0.61 -2.26 -0.592
O -5.9970 -1.1855 -2.3715 -1.95 -0.28 -1.27 -0.876
C -7.1764 -1.7045 -2.1099 0.35 -0.69 0.96 0.674
H 4.2422 -1.0557 2.4630 0.10 -0.29 0.00 0.211
H 5.5292 2.0602 1.1495 -0.39 0.38 -0.41 0.192
H 5.7774 -0.3306 1.9176 -0.14 0.42 0.36 0.177
O -1.4565 -0.5621 0.6368 0.51 -0.04 1.01 -0.756
C 1.8323 0.8848 0.2833 0.50 0.04 0.25 -0.162
O -8.0223 -2.0133 -2.9044 -0.55 0.28 -1.15 -0.631
H 4.6710 -0.8704 0.7821 -0.58 -0.78 -1.66 0.204
H -1.0835 -0.2936 -2.9908 0.74 0.05 0.25 0.192
H 4.5578 1.6438 -0.2992 -0.24 -0.02 1.12 0.204
H 5.0903 1.6635 3.5403 0.66 -0.08 -0.44 0.185
H 3.9366 2.8633 0.8528 0.05 0.32 -0.06 0.210
C 1.6417 0.0321 2.5444 0.77 0.73 -0.87 -0.251
C -0.3020 -0.1566 0.9656 -0.24 0.22 -1.34 0.365
H 1.9602 -0.1343 3.5734 0.21 -0.08 -0.40 0.208
Pb -4.5657 -0.8789 -0.8714 1.00 -0.52 1.42 1.297
H 1.7353 0.9176 -2.5852 -0.39 0.72 0.03 0.192
H -1.8296 1.8313 -2.2391 0.37 -0.01 -0.68 0.184
C -1.3009 1.6614 -1.3052 -1.81 -2.06 -0.66 -0.612
C -7.4316 -2.1273 -0.5914 1.42 -0.15 0.03 0.662
Br -0.5845 -1.4110 3.6103 0.33 0.71 -0.75 -0.086
C -3.8778 -3.1669 -1.0090 -0.18 0.38 -0.62 -0.975
H -0.9533 -1.1226 -1.5032 -0.20 -0.63 0.90 0.250
H 3.5668 1.0613 3.9036 -0.86 -1.04 0.98 0.206
H 3.6534 2.5644 3.1544 -0.10 0.34 -0.12 0.201
C 4.6985 -0.4096 1.7183 0.09 1.15 1.37 -0.594
C 4.0851 1.5694 3.1490 0.10 0.74 -0.54 -0.594
C -0.3964 -0.4737 -2.1284 0.30 1.08 -1.16 -0.595
C 0.3656 -0.3284 2.2308 -1.40 -0.95 0.22 -0.116
O -6.4182 -1.8275 0.1389 0.35 0.50 0.70 -0.829
H 0.5444 -0.9210 -2.4689 -0.30 -0.31 -0.07 0.184
H 2.4500 1.3627 -0.5027 -0.43 -0.43 0.74 0.185
H 0.4901 2.1004 -3.1466 -0.19 -0.61 0.15 0.201
C -0.0231 0.8655 -1.4263 -1.85 -1.24 0.86 -0.087
H -2.0463 1.1068 -0.7412 0.16 -0.20 0.32 0.252
C 0.5237 0.5578 -0.0274 0.48 -0.16 0.64 -0.121
H 1.3857 2.4147 -1.7502 0.64 1.16 0.94 0.199
H -2.9831 -3.5728 -0.5358 -0.33 0.18 0.28 0.208
I -3.6253 -3.8066 -3.0524 0.28 0.04 -0.51 -0.068
C 4.4868 1.9317 0.7891 1.20 -0.12 -1.01 -0.599
O -8.3768 -2.7959 -0.2112 -0.45 0.37 -0.54 -0.667
```
Forces are in eV/Å.

No. 3
This record from OMol25 describes a structure of composition C17H22Cl3F3N4O3RuSSi. The level of theory is wB97M-V/def2-TZVPD.

LUMO (alpha / beta)   -0.1104 / -0.1093 Eh
⟨S²⟩   0.828
F_max   2.15 eV/Å
Charge   +1
Spin multiplicity   2
HOMO-LUMO gap (alpha / beta)   6.666 / 6.213 eV

```
55
Properties=species:S:1:pos:R:3:forces:R:3:nbo_charge:R:1
N 2.0291 1.7406 0.1077 -1.38 -1.07 -0.13 -0.423
Cl -2.0986 5.9954 -1.9475 0.01 0.61 -0.07 -0.261
F -4.0935 1.9568 -3.2538 -0.12 0.07 0.07 -0.284
C -0.7786 1.7544 4.1299 0.45 0.14 0.09 -0.230
H 5.0017 1.9591 -1.4271 -0.04 0.05 -0.05 0.239
C 2.9569 1.6841 -0.8489 0.14 0.10 -0.19 0.060
Ru -0.0767 1.1066 -0.2294 1.28 0.50 1.65 0.585
H 1.1891 -0.9956 0.9009 0.03 0.04 0.00 0.244
H -0.7766 -1.0594 -1.9486 -0.11 -0.11 0.01 0.365
C 3.6578 2.6006 1.6042 -0.65 -0.06 0.43 -0.204
C 1.4549 2.4736 3.6831 0.53 0.00 -0.53 -0.203
H -2.2374 -4.1527 -1.6766 -0.02 0.02 0.04 0.215
H 1.6883 -2.6843 0.6922 -0.07 -0.05 0.01 0.235
C -0.0433 -2.0576 -0.4430 0.01 0.28 -0.23 0.520
H 5.6249 2.8649 0.8128 -0.02 0.01 0.06 0.235
Cl -0.2373 3.2403 -1.7925 0.01 0.52 -0.07 -0.305
C -1.6183 -3.2724 -1.8436 0.11 0.00 -0.13 -0.219
C 4.2667 2.0561 -0.6420 0.03 0.13 0.37 -0.231
C 4.6105 2.5441 0.6179 0.26 -0.07 -0.45 -0.154
H 1.1857 -6.0693 -0.1901 0.02 -0.02 -0.05 0.225
H 2.6212 1.3241 -1.8127 -0.02 -0.05 0.04 0.216
H 2.3915 2.8996 4.0151 -0.04 0.02 0.02 0.225
H -0.2393 -2.5890 -3.3952 -0.01 0.03 0.00 0.211
C -1.0307 -3.3254 -3.2551 -0.06 -0.02 0.07 -0.626
C 0.9315 -5.1740 -0.7584 -0.10 0.01 0.07 -0.617
H 0.2560 -2.2927 1.6631 0.07 0.00 0.02 0.233
Si -1.7161 4.3506 -0.9353 -0.16 -1.29 -0.20 1.586
C -3.5898 1.1675 -2.3265 0.28 -0.02 -0.01 0.746
N 0.1436 1.5247 1.9441 -0.01 0.29 -1.38 -0.432
O -4.8780 2.0795 -0.1482 -0.25 0.07 -0.08 -0.846
S -3.5683 2.0256 -0.6649 0.22 -0.15 -0.21 2.343
Cl -1.3803 4.4273 1.0250 0.04 0.46 0.30 -0.288
N -0.6286 -3.2269 -0.7719 -0.13 -0.11 0.05 -0.413
H 1.8030 -4.5187 -0.7686 0.01 0.00 -0.01 0.206
H -0.6104 -4.3073 -3.4677 0.02 0.01 -0.01 0.218
H -1.6109 1.6154 4.8039 -0.04 -0.03 -0.05 0.239
O -3.1220 3.4323 -1.1612 0.03 0.07 0.10 -1.052
O -2.5200 1.4255 0.1103 0.19 -0.34 -0.23 -0.931
C 1.3113 2.0632 2.3503 -1.08 -0.09 1.11 0.141
H -2.2772 -2.4063 -1.7352 0.01 0.01 0.01 0.199
H 3.9045 2.9715 2.5888 0.10 -0.02 -0.04 0.226
N -0.2216 -0.9508 -1.1118 0.19 0.13 0.39 -0.867
H -1.7486 0.8942 2.4172 0.01 0.08 -0.03 0.222
H -0.0572 -4.2920 0.9360 -0.09 -0.02 -0.01 0.207
H -1.8178 -3.1281 -3.9834 0.03 -0.03 -0.04 0.225
C 2.3525 2.1553 1.3501 1.09 0.13 -1.06 0.162
F -4.2864 0.0493 -2.2534 -0.11 0.02 0.21 -0.288
C 0.4134 2.3346 4.5656 -0.53 -0.13 0.20 -0.163
C -0.2677 -4.4819 -0.1151 0.26 -0.08 -0.08 -0.206
H 0.7131 -5.4681 -1.7845 0.02 -0.01 0.00 0.212
H -1.1343 -5.1405 -0.1586 -0.05 0.05 0.06 0.209
H 0.5096 2.6649 5.5910 0.07 0.00 -0.01 0.234
C -0.8552 1.3608 2.8122 -0.27 -0.11 0.11 0.049
F -2.3291 0.8643 -2.6504 -0.06 0.07 -0.03 -0.311
C 0.8326 -2.0141 0.7797 -0.07 -0.01 -0.09 -0.678
```
Forces are in eV/Å.

No. 4
This record from OMol25 describes the molecule C17H22FN3O3S. The level of theory is wB97M-V/def2-TZVPD.

LUMO   0.0202 Eh
F_max   1.13 eV/Å
HOMO-LUMO gap   8.227 eV
SMILES   CS(=O)(=O)NC[C@@H](c1ccco1)N1CCN(c2ccc(F)cc2)CC1

```
47
Properties=species:S:1:pos:R:3:forces:R:3:nbo_charge:R:1
O -1.6722 -1.8249 -2.4525 0.12 -0.29 0.45 -0.428
H 1.7518 -2.2390 -0.5826 -0.22 -0.04 0.12 0.227
H 1.2522 0.7703 2.6628 -0.02 -0.05 0.02 0.212
H -2.0945 -0.0454 -0.7246 0.01 0.05 0.00 0.210
C -0.7011 -0.8864 -2.5302 0.54 0.88 -0.45 0.328
C 1.0461 -2.2121 -1.4109 -0.11 0.35 0.55 -0.228
C -2.0497 2.8119 3.2110 0.06 -0.15 0.00 -0.224
C -0.7021 2.4144 5.5967 -0.25 0.35 0.16 -0.249
H -0.2209 0.6434 -4.0029 0.21 0.17 0.00 0.242
H -1.0651 1.3999 -0.5380 -0.05 -0.04 0.02 0.172
H -0.1881 2.2684 6.5338 0.04 0.00 0.10 0.226
H 4.4415 -3.4775 -2.7288 0.02 -0.16 0.10 0.245
C -1.6868 3.3766 5.4960 0.09 -0.10 -0.02 0.355
H 1.1128 -0.1006 -1.8295 -0.27 -0.02 0.00 0.208
H 1.1637 1.1472 0.2559 0.03 -0.06 0.02 0.175
H 5.2873 -2.1766 -3.6059 0.10 0.18 -0.02 0.247
H -3.1249 4.3475 4.2515 -0.07 0.09 0.01 0.227
S 3.1575 -1.4979 -2.7995 0.22 -0.77 -0.69 2.287
H -3.2832 -2.3512 -3.6351 -0.09 -0.13 0.08 0.205
C -0.3983 1.6390 4.4937 -0.08 -0.13 -0.29 -0.261
C 0.3599 -0.8297 -1.4795 -0.11 -0.37 0.10 -0.132
C 4.3436 -2.6857 -3.4578 -0.54 0.58 0.37 -0.855
C -2.4506 -1.6828 -3.5395 -0.25 0.39 -0.73 0.082
H -2.5629 2.9998 2.2811 -0.02 0.03 -0.10 0.211
N -0.1332 -0.4708 -0.1505 -0.06 -0.05 -0.17 -0.445
N 1.8116 -2.4938 -2.6063 0.85 0.29 -0.24 -0.860
H 1.2427 -2.4234 -3.4396 -0.05 0.05 -0.25 0.400
F -1.9932 4.1331 6.5779 0.02 -0.05 -0.09 -0.331
O 2.8943 -0.5042 -3.8020 -0.04 -0.11 -0.20 -0.949
H -2.0340 -0.4755 1.6774 -0.08 0.04 -0.03 0.180
C -2.3662 3.5830 4.3093 0.04 0.00 0.29 -0.261
H 1.8156 -0.4656 0.6031 0.03 0.01 0.01 0.216
C -1.2949 0.3994 -0.1321 -0.29 -0.04 0.22 -0.226
H 0.2729 -0.7195 2.5141 0.07 0.01 0.05 0.177
H 0.2945 -2.9913 -1.2711 0.10 0.05 0.01 0.220
C -0.8532 -0.1540 -3.6711 0.17 -0.33 0.57 -0.317
N -0.7334 1.1014 2.1373 0.25 -0.13 -0.45 -0.444
H 3.9566 -3.0567 -4.3965 -0.08 -0.09 -0.17 0.241
H -2.6694 1.1509 1.3466 0.04 -0.04 0.00 0.210
H -2.4154 -0.3378 -5.2539 -0.15 0.00 -0.19 0.231
C -1.7754 0.5312 1.3112 -0.12 0.03 -0.28 -0.211
C 0.9139 0.1453 0.6462 0.08 -0.14 0.33 -0.228
C 0.4572 0.2831 2.0979 0.18 0.13 -0.18 -0.208
O 3.5968 -1.0648 -1.5073 -0.01 -0.20 0.32 -0.951
H 0.3560 0.8760 4.5964 0.07 -0.08 -0.02 0.216
C -1.0634 1.8181 3.2754 -0.06 0.28 0.47 0.172
C -1.9968 -0.6730 -4.3275 -0.32 -0.42 0.20 -0.315
```
Forces are in eV/Å.

Per-record energy relative to the best compared isomer or geometry (same formula, charge and spin), eV: 1.1370; 0.8235; 2.4491; 0.0000